[1]
The following is a DFT calculation (ωB97M-V with the def2-TZVPD basis set) of a molecular structure, C28H35IrN6O.

Multiplicity: 2
ΔE to the lowest compared entry with this formula, charge and spin: 50.1 kcal per mole
Lowest unoccupied orbital energy (alpha / beta): -0.3254 / -0.3894 Ha
Gap between HOMO and LUMO (alpha / beta): 0.2775 / 0.2441 Ha
HOMO (alpha / beta): -16.41 / -17.24 eV
Net charge: +3

Last column: Löwdin spin population.
Element x y z (Å)
Ir (-0.2668, 0.5191, 0.4309)  0.0345
C (-1.6653, 0.2098, 3.1435)  0.0040
N (-1.8828, 0.7968, 1.7686)  0.0044
C (-2.3789, 2.1844, 1.9680)  0.0004
C (-2.8957, -0.1094, 1.1787)  0.0580
C (-4.2519, 0.1198, 1.2718)  -0.0037
C (-5.1340, -0.7846, 0.6897)  0.0843
C (-4.6496, -1.8892, 0.0069)  -0.0087
C (-3.2860, -2.1333, -0.0651)  0.0719
C (-2.3833, -1.2824, 0.5775)  0.0098
N (-0.9829, -1.3861, 0.5316)  0.3434
C (-0.3028, -2.4521, 0.0420)  0.0371
C (-0.7672, -3.7834, -0.0047)  0.0931
C (-0.0845, -4.7271, -0.7399)  -0.0059
C (1.0630, -4.3727, -1.4456)  0.1437
C (1.6000, -3.0902, -1.3349)  -0.0040
C (0.9640, -2.1467, -0.5628)  0.1001
N (1.5880, -0.8799, -0.2059)  0.0109
C (2.4186, -1.2078, 0.9847)  0.0060
C (2.4826, -0.3194, -1.2458)  0.0014
H (-2.6030, 0.3009, 3.6890)  -0.0001
H (-1.3898, -0.8376, 3.0575)  0.0006
H (-0.9177, 0.7383, 3.7303)  0.0004
H (-3.1306, 2.2042, 2.7539)  0.0000
H (-1.5469, 2.8155, 2.2750)  0.0000
H (-2.8022, 2.5678, 1.0447)  -0.0002
H (-4.6467, 0.9924, 1.7711)  -0.0015
H (-6.1980, -0.6033, 0.7489)  0.0040
H (-5.3364, -2.5584, -0.4922)  -0.0016
H (-2.9343, -2.9522, -0.6713)  0.0039
H (-1.6292, -4.0758, 0.5776)  0.0023
H (-0.4330, -5.7498, -0.7641)  -0.0023
H (1.5783, -5.1171, -2.0369)  0.0065
H (2.5375, -2.8653, -1.8238)  -0.0022
H (3.1360, -1.9889, 0.7283)  -0.0003
H (3.0152, -0.3374, 1.2781)  0.0011
H (1.7926, -1.5533, 1.8073)  0.0000
H (3.4215, -0.8711, -1.3128)  0.0001
H (1.9779, -0.3524, -2.2092)  -0.0002
H (2.7051, 0.7149, -0.9879)  0.0003
N (0.9390, 1.1961, 1.9717)  0.0006
C (1.5439, 2.5025, 1.6699)  0.0003
C (2.6121, 3.0300, 2.3321)  0.0001
C (3.0263, 4.3428, 2.0124)  -0.0001
C (2.3595, 5.1007, 1.0912)  0.0001
C (1.2465, 4.5691, 0.3884)  0.0000
C (0.4626, 5.2653, -0.5601)  0.0008
C (-0.5997, 4.6290, -1.1495)  -0.0002
C (-0.8612, 3.2838, -0.8562)  0.0003
N (-0.1334, 2.5933, -0.0020)  -0.0018
C (0.8794, 3.2396, 0.6582)  0.0004
H (1.6747, 0.5179, 2.1607)  0.0002
H (0.4469, 1.2963, 2.8550)  0.0000
H (3.1302, 2.4834, 3.1108)  0.0000
H (3.8763, 4.7583, 2.5355)  0.0000
H (2.6757, 6.1156, 0.8901)  0.0000
H (0.6963, 6.2937, -0.8029)  0.0000
H (-1.2368, 5.1422, -1.8551)  0.0000
H (-1.6821, 2.7583, -1.3310)  0.0000
C (-1.8982, 1.3613, -4.8030)  0.0001
N (-1.9954, 0.7778, -3.4618)  0.0005
C (-3.2646, 0.1787, -3.0544)  0.0005
C (-0.9521, 0.6910, -2.6815)  0.0001
O (-0.9824, 0.0959, -1.5681)  0.0061
H (-1.8608, 0.5686, -5.5488)  0.0000
H (-1.0039, 1.9763, -4.8687)  0.0000
H (-2.7708, 1.9868, -4.9768)  0.0000
H (-3.9353, 0.1791, -3.9082)  0.0000
H (-3.7163, 0.7526, -2.2437)  0.0000
H (-3.0986, -0.8435, -2.7198)  0.0004
H (-0.0223, 1.1229, -3.0654)  -0.0001

[2]
The following is a DFT calculation (ωB97M-V with the def2-TZVPD basis set) of 8 unconnected molecules or ions with the total composition C22H44FN3O17S4 at a distorted geometry.

Structure (SMILES): O=C1OC[C@@H](F)O1.C[N+](=O)[O-].C[N+](=O)[O-].C[N+](=O)[O-].O=S1(=O)CCCC1.O=S1(=O)CCCC1.O=S1(=O)CCCC1.O=S1(=O)CCCC1
ΔE to the lowest compared entry with this formula, charge and spin: 0.0 kcal per mole
Lowest unoccupied orbital energy: -0.0001 Ha
Gap between HOMO and LUMO: 0.3794 Ha
HOMO: -10.33 eV

Last column: Löwdin charge in e.
Element x y z (Å)
C (-4.9783, -2.6641, -2.2824)  0.0476
N (-5.5295, -1.6346, -1.3561)  -0.4459
O (-5.5360, -0.4775, -1.7250)  0.0586
O (-5.8920, -2.0192, -0.2640)  0.0550
H (-5.8393, -3.0700, -2.8055)  0.1048
H (-4.5355, -3.4147, -1.6355)  0.0787
H (-4.2356, -2.2330, -2.9386)  0.0908
C (-0.3771, -5.7573, -1.7564)  0.0617
N (-1.3980, -4.7267, -2.1070)  -0.4361
O (-2.1798, -4.4107, -1.2318)  0.0407
O (-1.2832, -4.1746, -3.1867)  0.0641
H (0.4461, -5.0723, -1.5316)  0.0907
H (-0.1051, -6.3944, -2.5886)  0.1000
H (-0.7023, -6.3459, -0.9108)  0.0955
C (-2.7677, 3.6445, 2.2634)  0.0657
N (-2.3556, 4.6541, 1.2456)  -0.4230
O (-3.0981, 4.7743, 0.2832)  0.0452
O (-1.3982, 5.3607, 1.4662)  0.0856
H (-1.8701, 3.3363, 2.7827)  0.0859
H (-3.2264, 2.8350, 1.7126)  0.0867
H (-3.4030, 4.1278, 2.9982)  0.1094
C (5.1892, -2.3200, -2.4405)  -0.2110
C (4.5774, -2.3803, -3.8464)  -0.2080
C (3.4458, -3.4150, -3.7650)  -0.2156
S (3.9076, -4.6456, -2.5472)  0.6510
O (4.2858, -5.9329, -3.0469)  -0.3171
O (2.9473, -4.5806, -1.4700)  -0.3364
C (5.3562, -3.7557, -1.9857)  -0.2340
H (4.4686, -1.7999, -1.8043)  0.1206
H (6.1396, -1.7952, -2.4360)  0.1149
H (5.3125, -2.5890, -4.6255)  0.1142
H (4.0720, -1.4488, -4.0968)  0.1151
H (2.8031, -3.8016, -4.5488)  0.1127
H (2.7412, -2.8261, -3.1562)  0.0889
H (6.1911, -4.2088, -2.5282)  0.1084
H (5.4340, -3.9962, -0.9292)  0.1069
C (-2.2840, 0.7988, -1.0233)  -0.1997
C (-1.0334, 1.6600, -1.1717)  -0.2164
C (0.1343, 0.8990, -0.5706)  -0.2123
S (-0.1647, -0.7827, -1.0745)  0.6756
O (-0.0400, -1.6571, 0.0774)  -0.3311
O (0.5184, -1.1467, -2.2873)  -0.3192
C (-1.9167, -0.6186, -1.4417)  -0.2195
H (-3.1818, 1.1562, -1.5126)  0.1166
H (-2.4298, 0.7788, 0.0635)  0.0941
H (-1.2158, 2.5852, -0.6159)  0.0973
H (-0.8064, 2.0937, -2.1481)  0.1192
H (0.0069, 0.9111, 0.5117)  0.0788
H (1.1275, 1.2606, -0.8150)  0.1162
H (-2.3839, -1.4653, -0.9495)  0.0813
H (-1.9977, -0.6191, -2.5282)  0.1114
C (3.1042, 0.7392, 3.2337)  -0.2053
C (3.9760, 1.7596, 2.4534)  -0.1955
C (3.3737, 3.1803, 2.6406)  -0.2140
S (1.6554, 2.8778, 3.0243)  0.6448
O (0.9275, 2.4354, 1.8727)  -0.3098
O (1.1385, 3.9776, 3.8055)  -0.3214
C (2.0558, 1.4879, 4.0699)  -0.2181
H (3.7722, 0.1339, 3.8452)  0.1103
H (2.6483, 0.0643, 2.5077)  0.1063
H (4.1056, 1.5527, 1.3923)  0.1076
H (4.9938, 1.8287, 2.8427)  0.1049
H (3.3995, 3.8648, 1.7983)  0.1078
H (3.7728, 3.6012, 3.5602)  0.1028
H (1.2475, 0.8671, 4.4345)  0.0800
H (2.5694, 1.9304, 4.9272)  0.1108
C (-2.8687, -1.4336, 1.8743)  -0.2214
C (-1.9497, -2.5691, 2.2720)  -0.2161
C (-0.8290, -1.9071, 3.0356)  -0.2202
S (-1.6829, -0.7008, 4.0712)  0.6769
O (-1.0094, 0.5754, 4.1292)  -0.3338
O (-1.9660, -1.3833, 5.3033)  -0.3192
C (-3.2220, -0.6356, 3.1297)  -0.1944
H (-3.7837, -1.6407, 1.3178)  0.1104
H (-2.2801, -0.7515, 1.2493)  0.0756
H (-1.6257, -3.1950, 1.4442)  0.1042
H (-2.4672, -3.2538, 2.9547)  0.1255
H (0.0039, -1.5556, 2.4302)  0.0886
H (-0.3998, -2.5212, 3.8308)  0.1036
H (-3.4666, 0.3983, 2.9098)  0.0912
H (-3.9345, -1.1304, 3.7837)  0.1058
C (-0.3556, 6.8080, -1.5464)  -0.0362
C (-1.1098, 5.6486, -2.1452)  -0.3003
O (-0.2731, 4.5660, -1.8624)  0.0986
C (0.9826, 5.0313, -1.5689)  -0.5441
O (1.9138, 4.3800, -1.2556)  0.1861
O (1.0093, 6.3703, -1.7343)  0.0779
F (-1.1965, 5.7339, -3.5193)  0.0497
H (-0.5221, 6.8634, -0.4710)  0.1262
H (-0.5227, 7.7887, -1.9753)  0.1431
H (-2.1244, 5.5170, -1.7852)  0.1467